[1]
This record from the Open Molecules 2025 dataset describes C14H36F3O7PtS5 as an isolated structure. The level of theory is ωB97M-V/def2-TZVPD.

Properties
- Charge: +2
- <S²>: 3.762
- HOMO level (spin up / spin down): -13.7 / -14.4 eV
- Orbital gap (spin up / spin down): 0.34062 / 0.23409 hartree
- 2S+1: 4

Element x y z (Å)
Pt: -1.51 5.03 15.84
S: -2.87 2.03 14.95
S: -3.55 4.19 18.51
S: 1.25 3.49 17.56
S: -0.22 7.66 17.47
S: 0.05 5.51 12.62
F: -3.79 8.43 16.75
F: -5.43 9.09 15.50
F: -3.50 9.62 14.91
O: 0.28 4.13 16.55
O: -0.65 6.76 16.37
O: -1.77 3.13 14.89
O: -3.57 7.46 13.32
O: -0.38 5.62 14.05
O: -3.19 6.17 15.15
O: -2.38 4.57 17.66
C: -4.20 8.62 15.51
C: -1.22 6.99 18.87
C: 0.13 2.54 18.71
C: -4.00 7.23 14.67
C: 1.98 2.00 16.77
C: -3.67 8.51 11.14
C: -4.50 5.76 18.67
C: -1.44 4.99 11.65
C: 1.40 7.20 18.13
C: -4.77 3.37 17.48
C: -0.12 7.17 11.86
C: -2.47 0.60 13.82
C: -4.42 8.18 12.45
C: -4.25 2.65 13.85
H: -5.02 3.77 16.50
H: 1.88 7.76 18.93
H: -5.49 5.74 19.11
H: -3.82 3.11 12.97
H: 2.39 1.56 17.68
H: 2.68 2.40 16.04
H: -5.35 7.64 12.27
H: 1.20 1.35 16.36
H: -4.88 1.82 13.52
H: -0.90 7.81 12.26
H: 1.47 6.12 18.29
H: -0.99 5.98 19.19
H: -3.62 7.57 10.59
H: -1.91 4.05 11.92
H: -2.20 6.90 18.39
H: -4.01 6.65 19.06
H: -3.39 0.02 13.87
H: -0.56 1.97 18.08
H: 0.77 1.94 19.36
H: -4.94 3.18 14.51
H: -1.44 7.55 19.78
H: -2.31 1.12 12.88
H: -0.43 7.13 10.81
H: 0.78 7.78 11.94
H: 2.05 7.56 17.33
H: -4.64 9.16 12.86
H: -4.97 6.77 14.56
H: -4.77 6.08 17.66
H: -5.65 3.10 18.06
H: -4.15 9.17 10.42
H: -4.28 2.39 17.43
H: -1.28 4.96 10.57
H: -1.62 0.06 14.22
H: -2.66 8.83 11.39
H: -2.21 5.66 12.03
H: -0.48 3.17 19.35

***

[2]
This record from the Open Molecules 2025 dataset describes the molecule C4H7N3O. The level of theory is ωB97M-V/def2-TZVPD.

Properties
- Charge: 0
- SMILES: C[C@@H]1N=CNNC1=O
- HOMO level: -8.5 eV
- Orbital gap: 0.32355 hartree
- Relative energy (zero: lowest compared OMol25 entry of this formula, charge and spin): 110.9 kcal/mol

Element x y z (Å)
O: -1.17 -1.66 -0.68
N: 1.00 -1.22 -0.06
N: 0.12 1.46 -0.14
N: 1.84 -0.12 0.00
C: -0.67 0.44 0.47
C: 1.40 1.15 0.05
C: -2.14 0.89 0.35
C: -0.26 -0.95 -0.07
H: 1.52 -1.93 -0.54
H: -3.10 0.63 1.19
H: 2.95 -0.17 0.24
H: 2.14 1.98 -0.29
H: -0.45 0.18 1.66
H: -2.28 0.67 -0.83
H: -2.19 1.96 0.70

***

[3]
This record from the Open Molecules 2025 dataset describes a 2-piece molecular cluster, C3H9O3P2 overall. The level of theory is ωB97M-V/def2-TZVPD.

Properties
- Charge: -1
- HOMO level: -4.9 eV
- Orbital gap: 0.32817 hartree
- Relative energy (zero: lowest compared OMol25 entry of this formula, charge and spin): 1.5 kcal/mol

Element x y z (Å)
P: -3.96 0.18 -0.72
P: 0.59 -0.98 -0.50
O: -0.71 -1.29 -1.38
O: -2.90 -0.77 -0.16
O: -4.61 0.89 0.43
C: 0.18 1.71 -0.91
C: 0.06 0.70 0.25
C: 0.19 -1.86 1.05
H: 0.84 0.97 1.07
H: -0.98 1.70 -1.15
H: 0.81 -1.56 1.80
H: 0.42 2.78 -0.57
H: -0.91 -1.63 1.36
H: -1.04 0.61 0.56
H: 0.86 1.54 -1.76
H: 0.19 -2.95 0.90
H: -1.69 -1.07 -0.94

***

[4]
This record from the Open Molecules 2025 dataset describes a 2-piece molecular cluster, C33H33BF4O3S overall. The level of theory is ωB97M-V/def2-TZVPD.

Properties
- Charge: 0
- HOMO level: -6.0 eV
- Orbital gap: 0.08817 hartree
- Relative energy (zero: lowest compared OMol25 entry of this formula, charge and spin): 67.2 kcal/mol

Element x y z (Å)
S: 5.85 -5.89 0.67
F: -2.36 0.46 4.02
F: 2.29 -2.02 -5.25
F: -2.04 -2.11 -3.26
F: 1.58 2.85 5.21
O: 5.09 -0.20 3.95
O: 1.89 -5.06 0.95
O: 3.37 -4.48 -0.81
C: 2.57 -5.57 -1.29
C: 0.91 -7.07 0.11
C: 4.70 -0.01 5.32
C: 4.63 -1.29 3.27
C: 1.29 -1.80 -1.74
C: 1.50 -1.90 -4.13
C: 3.08 -3.09 2.82
C: 1.38 -5.66 -0.23
C: 0.92 1.96 4.38
C: 4.28 -5.50 1.33
C: 4.99 -7.34 2.61
C: 3.69 -3.33 1.60
C: 5.24 -1.53 2.01
C: -0.13 -1.77 -1.88
C: 6.02 -7.30 1.70
C: 3.55 -2.10 3.69
C: 1.73 -0.23 1.47
C: 1.92 -1.74 -0.45
C: 0.10 -1.96 -4.30
C: -0.43 1.70 4.63
C: 1.00 0.42 2.50
C: -1.03 0.77 3.79
C: 0.15 -4.85 -0.63
C: -0.38 0.14 2.74
C: 1.20 -1.18 0.61
C: 4.75 -2.53 1.19
C: 2.09 -5.23 -2.70
C: -0.67 -1.92 -3.15
C: 7.10 -8.30 1.51
C: 1.64 1.37 3.34
C: 2.10 -1.81 -2.89
C: 3.99 -6.33 2.40
C: 3.41 -6.84 -1.32
B: 3.15 -4.53 0.60
H: 3.18 -1.77 -2.77
H: 0.11 -7.00 0.86
H: 8.08 -7.83 1.58
H: -0.29 -5.22 -1.56
H: 0.16 -1.48 0.70
H: -0.35 -2.05 -5.29
H: 1.44 -6.03 -3.05
H: -0.80 -1.71 -1.02
H: 2.78 0.03 1.35
H: 3.01 -1.69 -0.48
H: 2.95 -5.15 -3.38
H: 4.33 -6.68 -1.89
H: 0.49 -7.55 -0.79
H: 2.83 -7.63 -1.81
H: -0.90 -0.55 2.09
H: 3.07 -1.94 4.65
H: 1.55 -4.27 -2.72
H: 6.99 -8.78 0.53
H: -0.96 2.17 5.46
H: 3.13 -6.20 3.04
H: -0.61 -4.93 0.16
H: 3.64 0.25 5.39
H: 2.22 -3.70 3.12
H: 1.70 -7.70 0.53
H: 6.06 -0.89 1.69
H: 4.90 -0.90 5.93
H: 4.92 -8.09 3.40
H: 3.69 -7.16 -0.31
H: 7.03 -9.08 2.28
H: 0.40 -3.79 -0.73
H: 5.20 -2.72 0.22
H: 5.31 0.83 5.66
H: 2.68 1.63 3.16

***

[5]
This record from the Open Molecules 2025 dataset describes C12H39CoN10O7 as an isolated structure. The level of theory is ωB97M-V/def2-TZVPD.

Properties
- Charge: +1
- <S²>: 3.756
- HOMO level (spin up / spin down): -10.9 / -10.9 eV
- Orbital gap (spin up / spin down): 0.31162 / 0.30874 hartree
- Relative energy (zero: lowest compared OMol25 entry of this formula, charge and spin): 0.0 kcal/mol
- 2S+1: 4

Element x y z (Å)
Co: 1.82 -0.30 -0.52
O: 1.55 0.99 -2.13
O: 2.66 -1.82 -1.63
O: 2.40 -1.12 1.28
O: -2.24 2.68 4.40
O: -3.56 0.87 -3.50
O: 0.03 -1.04 -0.49
O: -2.49 -2.88 -2.82
N: -1.97 1.99 -2.33
N: -1.66 -0.20 -2.90
N: 3.37 -0.63 3.27
N: -1.66 1.28 1.70
N: -2.02 -3.29 -0.67
N: 3.70 -3.14 -3.17
N: 1.43 -3.32 -2.77
N: 2.19 -2.58 2.98
N: 1.39 1.52 0.54
N: -3.64 -4.55 -1.76
C: -1.41 1.57 4.17
C: 1.60 2.38 -1.81
C: -2.72 -3.53 -1.80
C: 1.08 3.96 0.08
C: -1.89 0.68 3.06
C: 2.60 -2.71 -2.48
C: -2.18 3.79 3.55
C: -2.49 0.89 -2.94
C: -1.27 -0.70 2.90
C: 1.75 0.75 -3.54
C: 2.66 -1.42 2.44
C: 0.94 2.55 -0.46
H: -1.94 0.58 1.02
H: -2.04 -1.04 -3.31
H: 0.48 4.11 0.97
H: -1.07 1.88 -1.90
H: -1.29 -2.59 -0.72
H: 4.55 -2.64 -2.99
H: -4.09 -4.73 -2.63
H: -1.55 4.59 4.01
H: 2.12 4.24 0.28
H: 2.01 2.05 1.15
H: -0.13 2.33 -0.49
H: -0.18 -0.56 2.85
H: 0.54 1.39 1.12
H: 1.78 -0.33 -3.68
H: 3.52 -3.69 -3.99
H: -2.17 2.12 1.45
H: -1.77 3.71 2.54
H: -3.13 4.32 3.54
H: 1.37 -4.10 -3.41
H: -1.59 -1.24 2.01
H: -2.98 0.51 3.06
H: -0.36 1.87 4.04
H: -0.96 -0.32 -2.18
H: -2.09 -3.86 0.15
H: 2.30 -2.82 3.95
H: 1.82 -3.23 2.31
H: 2.63 2.73 -1.89
H: 0.90 1.13 -4.10
H: 0.70 4.69 -0.64
H: -2.50 2.82 -2.13
H: 0.99 2.96 -2.51
H: 0.68 -3.09 -2.13
H: 0.02 -1.47 0.37
H: 3.72 0.26 2.96
H: -3.50 -5.24 -1.05
H: -1.43 -1.28 3.81
H: 2.69 1.21 -3.83
H: 3.49 -0.92 4.23
H: -1.49 1.00 5.10